(1)
{"formula": "C21H58BNO9P", "method": "wB97M-V/def2-TZVPD", "species": ["C", "O", "B", "O", "P", "O", "C", "C", "N", "H", "H", "H", "H", "H", "H", "H", "H", "H", "H", "C", "C", "C", "O", "H", "H", "H", "H", "H", "H", "H", "H", "C", "C", "C", "O", "H", "H", "H", "H", "H", "H", "H", "H", "C", "C", "C", "O", "H", "H", "H", "H", "H", "H", "H", "H", "C", "C", "C", "O", "H", "H", "H", "H", "H", "H", "H", "H", "C", "C", "C", "O", "H", "H", "H", "H", "H", "H", "H", "H", "C", "C", "C", "O", "H", "H", "H", "H", "H", "H", "H", "H"], "xyz": [[-3.419, -4.570, -0.940], [-4.350, -3.964, -1.871], [-4.346, -2.650, -1.921], [-5.433, -1.873, -1.801], [-2.651, -1.706, -2.271], [-2.853, -0.597, -3.381], [-2.045, -0.997, -0.724], [-0.550, -1.065, -0.706], [0.093, -0.312, -1.465], [-2.442, -4.097, -0.923], [-3.837, -4.571, 0.051], [-3.304, -5.591, -1.239], [-5.225, -1.094, -1.259], [-1.676, -2.592, -2.739], [-2.083, -0.611, -3.977], [-2.426, 0.018, -0.680], [-2.459, -1.545, 0.113], [-0.059, -1.775, -0.056], [1.097, -0.459, -1.377], [-2.387, 4.207, -0.003], [-3.028, 3.186, -0.925], [-4.358, 3.675, -1.472], [-3.217, 1.940, -0.227], [-3.032, 4.404, 0.858], [-1.437, 3.838, 0.381], [-2.204, 5.146, -0.518], [-2.351, 2.966, -1.752], [-5.064, 3.856, -0.657], [-4.805, 2.929, -2.131], [-4.236, 4.602, -2.032], [-3.811, 2.106, 0.514], [-2.082, -5.850, 3.936], [-2.024, -6.444, 2.540], [-0.741, -7.223, 2.320], [-2.143, -5.397, 1.558], [-1.253, -5.153, 4.091], [-3.009, -5.293, 4.079], [-2.024, -6.629, 4.694], [-2.880, -7.101, 2.387], [0.133, -6.571, 2.422], [-0.712, -7.642, 1.313], [-0.654, -8.036, 3.039], [-1.392, -4.805, 1.682], [-2.753, -11.749, 2.046], [-1.615, -10.812, 2.416], [-0.315, -11.569, 2.636], [-1.953, -10.073, 3.595], [-2.935, -12.466, 2.852], [-3.677, -11.190, 1.896], [-2.530, -12.305, 1.135], [-1.476, -10.075, 1.624], [-0.422, -12.281, 3.459], [0.489, -10.882, 2.904], [-0.019, -12.119, 1.742], [-2.078, -10.709, 4.309], [2.424, 0.303, -5.049], [2.148, 1.176, -3.833], [2.415, 2.643, -4.129], [2.948, 0.742, -2.729], [3.472, 0.381, -5.349], [2.231, -0.747, -4.820], [1.802, 0.595, -5.896], [1.112, 1.050, -3.521], [3.463, 2.795, -4.400], [2.216, 3.253, -3.248], [1.793, 3.002, -4.949], [3.875, 0.841, -2.974], [1.785, 7.935, 0.704], [1.287, 6.596, 0.187], [1.844, 6.295, -1.196], [-0.144, 6.579, 0.153], [1.461, 8.745, 0.045], [1.377, 8.140, 1.694], [2.875, 7.956, 0.764], [1.580, 5.806, 0.878], [1.522, 7.056, -1.912], [1.478, 5.332, -1.555], [2.935, 6.273, -1.186], [-0.429, 7.274, -0.451], [7.362, 9.942, 1.311], [6.057, 9.263, 1.697], [6.129, 8.670, 3.096], [5.733, 8.244, 0.747], [8.182, 9.219, 1.309], [7.293, 10.359, 0.307], [7.611, 10.744, 2.006], [5.242, 9.986, 1.649], [6.913, 7.909, 3.148], [5.187, 8.187, 3.356], [6.345, 9.437, 3.841], [6.439, 7.589, 0.766]], "energy_ev": -52595.768, "total_charge": 1, "e_homo_ev": -11.514, "fmax_ha_per_bohr": 0.0216, "mol_weight_g_mol": 510.479}

***

(2)
{"formula": "C21H58BrGaNO7S7", "method": "wB97M-V/def2-TZVPD", "species": ["C", "C", "C", "C", "C", "Ga", "Br", "C", "C", "N", "H", "H", "H", "H", "H", "H", "H", "H", "H", "H", "H", "H", "H", "H", "H", "H", "C", "S", "O", "C", "H", "H", "H", "H", "H", "H", "C", "S", "O", "C", "H", "H", "H", "H", "H", "H", "C", "S", "O", "C", "H", "H", "H", "H", "H", "H", "C", "S", "O", "C", "H", "H", "H", "H", "H", "H", "C", "S", "O", "C", "H", "H", "H", "H", "H", "H", "C", "S", "O", "C", "H", "H", "H", "H", "H", "H", "C", "S", "O", "C", "H", "H", "H", "H", "H", "H"], "xyz": [[-0.528, 6.815, 1.012], [0.424, 5.593, 0.380], [0.513, 4.447, 1.548], [1.064, 2.986, 1.052], [2.401, 3.028, 0.106], [-0.516, 1.986, 0.120], [-0.047, -0.387, -0.094], [-2.304, 2.240, 1.208], [-3.236, 3.268, 0.299], [-4.536, 3.560, 0.646], [-1.545, 6.322, 1.381], [-0.684, 7.704, 0.266], [0.043, 7.148, 2.005], [1.488, 6.103, 0.200], [-0.016, 5.206, -0.651], [1.204, 4.795, 2.453], [-0.573, 4.306, 2.003], [1.354, 2.339, 2.012], [3.356, 3.389, 0.679], [2.566, 1.918, -0.292], [2.159, 3.685, -0.858], [-0.702, 2.722, -1.317], [-2.919, 1.218, 1.243], [-2.112, 2.623, 2.299], [-2.791, 3.747, -0.695], [-4.737, 3.013, 1.536], [2.791, -2.841, -0.333], [3.930, -2.741, 1.068], [4.406, -1.322, 1.162], [5.255, -3.709, 0.307], [1.894, -2.266, -0.092], [3.259, -2.422, -1.227], [2.515, -3.883, -0.507], [5.574, -3.238, -0.626], [4.901, -4.724, 0.112], [6.100, -3.748, 1.000], [-2.203, -5.509, -0.279], [-1.378, -4.085, -1.029], [-0.197, -3.744, -0.170], [-2.684, -2.890, -0.659], [-1.543, -6.376, -0.362], [-2.408, -5.311, 0.776], [-3.136, -5.714, -0.811], [-2.860, -2.850, 0.419], [-3.601, -3.177, -1.178], [-2.364, -1.905, -1.010], [8.453, -6.775, 1.963], [8.420, -6.950, 0.164], [7.447, -5.942, -0.370], [7.600, -8.562, 0.143], [8.896, -5.807, 2.210], [7.437, -6.818, 2.363], [9.061, -7.571, 2.398], [6.635, -8.497, 0.653], [8.236, -9.302, 0.635], [7.441, -8.859, -0.897], [-4.255, 4.483, -3.374], [-4.215, 2.684, -3.554], [-2.776, 2.260, -3.523], [-4.754, 2.653, -5.280], [-3.915, 4.739, -2.367], [-3.593, 4.949, -4.108], [-5.278, 4.842, -3.510], [-4.062, 3.229, -5.899], [-5.761, 3.070, -5.357], [-4.767, 1.614, -5.623], [2.173, -7.878, 3.150], [2.999, -6.455, 2.400], [4.180, -6.114, 3.259], [1.693, -5.259, 2.770], [2.833, -8.745, 3.067], [1.968, -7.680, 4.205], [1.241, -8.083, 2.618], [1.517, -5.219, 3.848], [0.775, -5.547, 2.251], [2.012, -4.274, 2.419], [3.229, 5.482, 6.973], [3.197, 5.306, 5.173], [2.223, 6.315, 4.639], [2.377, 3.694, 5.153], [3.673, 6.449, 7.219], [2.213, 5.438, 7.372], [3.838, 4.685, 7.408], [1.412, 3.759, 5.662], [3.012, 2.954, 5.645], [2.217, 3.398, 4.112], [-9.227, 1.749, -6.960], [-8.401, 3.172, -7.710], [-7.220, 3.513, -6.850], [-9.707, 4.368, -7.339], [-8.567, 0.882, -7.043], [-9.432, 1.947, -5.905], [-10.159, 1.544, -7.491], [-9.883, 4.408, -6.262], [-10.625, 4.080, -7.859], [-9.388, 5.353, -7.691]], "energy_ev": -236798.440, "total_charge": -1, "e_homo_ev": -4.416, "fmax_ha_per_bohr": 0.0955, "mol_weight_g_mol": 810.791}

***

(3)
{"formula": "C21H58O12", "method": "wB97M-V/def2-TZVPD", "species": ["C", "C", "C", "O", "C", "H", "H", "H", "H", "H", "H", "H", "H", "C", "O", "H", "H", "H", "H", "C", "O", "H", "H", "H", "H", "C", "O", "H", "H", "H", "H", "C", "O", "H", "H", "H", "H", "C", "O", "H", "H", "H", "H", "C", "O", "C", "C", "O", "C", "H", "H", "H", "H", "H", "H", "H", "H", "H", "H", "C", "O", "C", "C", "O", "C", "H", "H", "H", "H", "H", "H", "H", "H", "H", "H", "C", "O", "C", "C", "O", "C", "H", "H", "H", "H", "H", "H", "H", "H", "H", "H"], "xyz": [[6.459, 5.589, -2.925], [7.764, 5.261, -2.366], [7.676, 6.145, -1.118], [6.406, 5.813, -0.652], [5.492, 5.631, -1.776], [6.142, 4.955, -3.753], [6.537, 6.650, -3.162], [8.516, 5.585, -3.086], [7.976, 4.212, -2.162], [7.776, 7.195, -1.393], [8.472, 5.881, -0.422], [4.876, 6.526, -1.860], [4.908, 4.716, -1.676], [-2.514, -1.478, 7.385], [-3.288, -1.377, 6.165], [-3.192, -1.739, 8.198], [-1.821, -2.310, 7.259], [-2.047, -0.546, 7.702], [-2.647, -1.232, 5.466], [-3.463, -4.163, -3.878], [-2.260, -3.763, -3.308], [-3.882, -5.002, -3.323], [-4.224, -3.385, -3.815], [-3.264, -4.592, -4.860], [-1.877, -3.041, -3.811], [-0.726, 0.598, 0.828], [-1.264, -0.729, 0.786], [0.200, 0.728, 0.268], [-1.443, 1.320, 0.437], [-0.559, 0.868, 1.870], [-1.262, -1.148, -0.077], [4.663, 2.713, 4.333], [3.794, 3.296, 3.356], [5.585, 2.762, 3.754], [4.765, 3.456, 5.124], [4.244, 1.751, 4.627], [4.274, 4.027, 2.960], [3.785, -4.970, -0.216], [2.722, -5.597, -0.893], [3.526, -4.279, 0.586], [4.721, -5.490, -0.012], [4.031, -4.168, -0.912], [1.946, -5.039, -0.807], [-1.118, 9.768, 4.233], [-1.859, 8.666, 3.710], [-1.231, 7.377, 3.762], [-1.433, 6.530, 5.026], [-0.743, 7.018, 6.173], [-1.319, 6.424, 7.410], [-0.260, 9.948, 3.586], [-0.997, 9.807, 5.315], [-1.709, 10.678, 4.129], [-0.146, 7.463, 3.701], [-1.527, 6.721, 2.944], [-1.271, 5.465, 4.859], [-2.510, 6.608, 5.178], [-1.205, 5.342, 7.342], [-2.393, 6.442, 7.592], [-0.888, 6.914, 8.283], [-5.208, -7.918, 1.109], [-5.638, -9.079, 0.444], [-6.249, -10.099, 1.219], [-6.600, -11.341, 0.393], [-5.531, -11.629, -0.541], [-5.761, -12.869, -1.292], [-5.971, -7.361, 1.651], [-4.633, -7.207, 0.516], [-4.425, -8.186, 1.818], [-7.140, -9.739, 1.735], [-5.669, -10.519, 2.040], [-7.403, -11.164, -0.323], [-6.921, -12.145, 1.055], [-5.485, -13.762, -0.731], [-5.198, -12.826, -2.224], [-6.802, -13.054, -1.559], [-1.557, 1.721, -5.235], [-0.314, 0.941, -5.412], [0.359, 1.266, -6.617], [1.903, 0.908, -6.713], [2.337, 0.575, -8.046], [3.710, 0.167, -8.226], [-1.955, 1.996, -6.212], [-1.523, 2.584, -4.570], [-2.237, 1.054, -4.705], [0.343, 2.327, -6.867], [-0.169, 0.811, -7.455], [2.099, 0.024, -6.106], [2.602, 1.631, -6.292], [4.462, 0.877, -7.882], [3.850, 0.033, -9.299], [3.807, -0.812, -7.757]], "energy_ev": -47276.883, "e_homo_ev": -9.529, "smiles": "C1CCOC1.COCCOC.COCCOC.COCCOC.CO.CO.CO.CO.CO", "fmax_ha_per_bohr": 0.0634, "mol_weight_g_mol": 502.683}

***

Which formula does entry 1 have? C21H58BNO9P